Molecular formula: CH9NO3
Method: DFT, the ωB97M-V functional and the def2-TZVPD basis

Spin multiplicity = 2
Total charge = +1
Total energy = -8803.9672 eV

Geometry as XYZ:
```
14
Properties=species:S:1:pos:R:3:forces:R:3
C 4.2623 -1.7567 0.2947 1.7 0.9 -1.1
N 5.0873 -2.3667 1.0168 -1.3 0.2 -2.0
H 3.7116 -2.1306 -0.5951 -0.4 -1.0 0.8
H 4.3245 -0.6711 0.0845 -0.3 0.3 1.3
H 5.6298 -3.1182 0.5496 0.3 -0.3 1.1
H -4.7344 3.7137 0.2129 -0.2 0.6 0.2
H -3.5568 3.1014 -0.5449 0.2 0.1 -0.1
O -4.4249 2.9126 -0.1922 -0.2 -0.7 -0.1
H -0.0971 -0.4437 -0.8940 -0.7 -0.2 0.3
H 1.0048 -0.3504 -1.9213 -0.3 0.4 0.3
O 0.6827 0.0604 -1.1015 1.0 -0.2 -0.5
H -3.7122 0.1719 1.7492 0.0 0.0 0.4
H -4.4153 0.7714 0.5415 0.2 0.1 0.0
O -3.7624 0.1060 0.7997 -0.1 -0.1 -0.4
```
Forces are in eV/Å.